No. 1
{
  "formula": "C36H35BF5N7OTeV",
  "method": "ωB97M-V/def2-TZVPD",
  "symbols": ["C", "H", "H", "C", "C", "F", "C", "C", "B", "C", "H", "C", "H", "C", "Te", "H", "C", "C", "C", "N", "C", "H", "H", "C", "N", "C", "H", "H", "C", "H", "H", "F", "H", "C", "F", "H", "C", "H", "C", "C", "N", "H", "H", "H", "N", "H", "C", "C", "C", "C", "H", "H", "H", "H", "C", "C", "C", "C", "H", "C", "N", "C", "C", "H", "C", "H", "V", "C", "H", "H", "C", "F", "H", "H", "H", "H", "H", "C", "N", "C", "H", "N", "O", "C", "F", "H", "H"],
  "positions_angstrom": [[1.52165, -1.85011, -3.46086], [-3.17559, -5.33150, 0.00482], [-1.99927, 0.63712, 2.92283], [1.10119, -2.78101, 2.38923], [-3.79004, -0.06686, -0.04592], [-2.42915, 2.92816, 1.59992], [-0.46731, 2.87060, 4.96668], [-3.41361, -2.59738, -0.07858], [0.32213, -2.86198, -0.10340], [3.52656, 1.91361, -1.13991], [-6.05401, 3.04680, 0.19037], [-5.45497, 1.21437, 1.12682], [-4.58148, 2.74410, -1.76709], [1.02747, 1.07606, 4.40936], [-0.85199, 3.31179, 0.79499], [1.52924, 2.67589, 5.73763], [4.02289, 0.88373, 0.94209], [-0.79612, 2.52660, -4.00034], [2.75024, 0.36480, 0.95425], [-1.59851, -1.31555, -0.21116], [-2.98115, -1.28961, -0.12890], [-1.55077, 3.20281, -3.62079], [-4.44081, -2.92078, -0.05122], [0.77032, 2.25260, 5.09374], [0.97844, -2.11099, -1.31154], [0.83124, 1.94552, -5.67917], [6.38088, 2.07490, 0.74706], [-2.44941, 2.72124, 4.16280], [-5.41214, 2.17817, 0.12806], [5.77327, 3.34479, -0.33187], [1.44379, -4.81953, -2.34185], [0.60355, 2.83176, 1.77385], [1.10547, -2.03601, 4.47275], [4.45141, 1.68672, -0.11530], [0.32438, 3.25973, -0.62055], [2.88524, -4.18702, -3.13220], [-4.57499, 2.01339, -0.96937], [1.89158, 0.11272, -5.38165], [0.37061, -0.72273, 2.87364], [0.91322, -1.86796, 3.42587], [0.26063, -0.92301, 1.52587], [-3.17140, 0.71934, -1.94190], [-1.53229, -5.25033, 0.65430], [2.77127, -4.18472, -1.36493], [0.71613, -2.19495, 1.24445], [3.78258, 2.52769, -1.99332], [-0.50291, 1.35763, -3.32437], [0.05333, 0.52186, 3.57987], [-3.76237, 0.89532, -1.05656], [-1.20021, 1.12498, 3.47063], [1.99080, 0.59138, 4.51457], [0.62911, -4.00354, -0.09846], [-4.69437, -0.67872, 1.80438], [-1.06621, 1.11331, -2.43225], [0.80511, -0.73160, -3.06619], [-2.19082, -4.89567, -0.13931], [0.46452, 0.47611, -3.80686], [2.27551, 1.35536, -1.07647], [2.14101, -4.32111, 3.40030], [1.59924, -2.69678, -2.36226], [0.47318, -0.89511, -1.75740], [-0.12577, 2.82097, -5.18352], [5.82286, 2.26777, -0.16542], [-6.12726, 1.33281, 1.96592], [2.21297, -4.04624, -2.28931], [-1.79280, -5.25349, -1.09076], [-0.13270, -0.04224, -0.14625], [1.60032, -4.17822, 2.46776], [-0.35583, 3.73055, -5.72165], [0.76483, -4.88120, 2.45770], [1.13117, 0.77841, -4.99476], [-1.92625, 4.00446, -0.51938], [-0.67738, 3.78305, 5.50878], [2.43164, -0.25168, 1.77950], [6.37494, 1.84258, -1.00655], [1.56574, 1.53910, -1.87161], [1.34746, 2.17433, -6.60129], [-1.45388, 2.29364, 4.17425], [1.86613, 0.58827, -0.03837], [-4.65520, 0.08505, 1.03726], [2.25922, -4.42104, 1.63641], [-1.20343, -2.62282, -0.20744], [-0.99795, 1.29891, 0.23231], [-2.28212, -3.41609, -0.13816], [-0.59902, 4.99783, 1.38830], [1.92123, -2.05150, -4.44012], [4.68579, 0.66038, 1.76726]],
  "orbital_gap_ev": [4.8, 4.8],
  "e_above_lowest_ev": 1.077,
  "charge": 3,
  "lumo_ev": [-11.8, -11.8],
  "homo_energy_ev": [-16.56, -16.56],
  "mol_weight_g_mol": 866.070
}

---

No. 2
{
  "formula": "C75H136HfN7O33S9",
  "method": "ωB97M-V/def2-TZVPD",
  "symbols": ["C", "H", "C", "C", "H", "H", "H", "H", "C", "C", "H", "C", "H", "O", "O", "H", "C", "H", "H", "H", "C", "H", "O", "H", "H", "C", "C", "H", "H", "H", "C", "O", "H", "H", "O", "C", "H", "S", "H", "C", "H", "H", "H", "C", "H", "H", "C", "O", "H", "H", "H", "H", "H", "C", "H", "O", "O", "C", "O", "H", "C", "H", "H", "H", "C", "O", "H", "O", "H", "C", "N", "C", "C", "H", "H", "H", "H", "H", "H", "H", "H", "C", "C", "H", "H", "H", "S", "H", "O", "H", "H", "S", "H", "O", "H", "H", "H", "O", "H", "H", "C", "N", "H", "S", "H", "H", "H", "H", "H", "H", "C", "H", "H", "N", "S", "C", "H", "H", "C", "H", "C", "C", "H", "C", "O", "H", "C", "H", "H", "H", "H", "C", "C", "O", "H", "H", "H", "C", "H", "H", "C", "H", "H", "C", "H", "H", "H", "O", "H", "H", "S", "S", "N", "H", "H", "O", "N", "C", "O", "C", "H", "C", "H", "H", "N", "C", "H", "H", "C", "H", "H", "C", "H", "H", "H", "H", "C", "H", "C", "O", "O", "C", "H", "H", "O", "O", "O", "C", "H", "C", "O", "H", "H", "O", "H", "H", "H", "H", "H", "C", "S", "C", "H", "H", "H", "O", "C", "C", "C", "O", "C", "H", "H", "H", "C", "H", "C", "C", "H", "H", "O", "N", "C", "C", "C", "C", "H", "C", "S", "H", "C", "C", "H", "C", "H", "O", "H", "H", "C", "Hf", "C", "O", "C", "H", "C", "H", "H", "H", "C", "H", "H", "C", "C", "C", "C", "H", "O", "H", "C", "O", "H"],
  "positions_angstrom": [[-1.86975, 3.66234, -6.72722], [0.46027, 4.40379, -8.28731], [2.59135, -5.16633, -1.98129], [5.36939, -0.11979, -5.22205], [-0.06901, -0.54655, 3.92198], [0.82130, -0.46572, 7.36480], [5.65941, -0.98032, -5.82493], [4.03443, -7.15953, -4.30100], [0.05834, -6.43440, 2.50344], [1.01036, 6.73713, 3.02137], [2.93551, -3.50052, 1.00319], [-6.14439, 0.19801, -5.20825], [-5.65969, -2.45143, -0.62568], [0.90381, -7.17713, -0.96279], [-1.90523, 1.87163, 0.01454], [8.09982, 1.27390, 1.91164], [-5.67366, -1.16930, -5.72601], [-2.82149, 7.65461, 4.12891], [4.27816, -4.88396, -3.38048], [2.61911, 1.62680, -4.23776], [-4.41017, 5.43400, 6.30307], [0.38422, 1.97117, 8.58465], [-0.73745, -1.71539, -2.58030], [-3.09535, -5.77320, -4.34336], [1.99071, -7.70309, -3.20549], [-1.76989, -4.48278, 3.02693], [-3.24190, -0.16955, 2.76057], [-4.27062, -1.20172, 4.04605], [3.49608, 3.48376, 2.51952], [1.24679, -4.91677, 1.26565], [-7.14948, -2.55624, 0.66266], [0.07515, 1.42906, 1.58572], [4.03721, -5.49160, 2.35611], [-2.04515, 6.05006, -2.35523], [-0.76352, 5.29449, -5.00688], [2.22725, 0.73961, 4.38548], [-5.09652, 1.46591, 0.87731], [-4.79525, 0.58600, -3.90010], [-3.69743, -1.31631, -2.84631], [1.55445, 0.03412, 6.73176], [-5.48094, -2.58161, -3.96770], [-0.41060, -5.48746, 0.81883], [-8.32573, -4.52976, 0.52066], [-6.52547, -1.81236, -0.45218], [2.55967, -1.28201, -5.49578], [8.37174, 2.63471, 6.00743], [0.43775, 2.64600, -6.79993], [-0.39989, 2.30279, 4.25914], [-4.58455, -6.83267, -2.98156], [-2.15684, -7.21245, -4.07745], [3.07670, 1.44942, 7.05228], [2.54319, 3.50828, 5.50237], [-2.12606, 4.08281, -3.34694], [7.94963, 0.96721, 2.94676], [-0.63751, -6.18662, -2.59940], [-3.67498, 3.58773, 1.10056], [-7.77616, -4.14352, -2.76485], [-3.59741, -1.23774, 1.73701], [-3.21590, 3.09829, 3.84920], [5.12364, 1.66336, -0.59543], [6.56393, 2.37309, 4.69575], [1.48581, 4.53364, -6.80084], [5.18027, 0.59503, -7.35644], [4.64962, -0.32465, -4.42954], [0.25552, -5.18879, 1.62826], [5.75729, 0.03520, 3.62670], [-3.01938, -0.90313, -4.39773], [-5.00166, 5.36378, 7.46827], [-1.24978, -4.16423, -5.82602], [-2.00362, -4.71451, -1.76031], [2.07345, 5.78965, 2.63860], [-1.20808, 5.56396, -0.48256], [1.14371, 2.29390, 7.87254], [-1.17769, 3.36971, -1.97441], [5.79416, 2.10979, -3.49885], [3.26990, -8.71299, -2.20097], [-2.62701, -4.75120, 2.40933], [1.62396, 3.09417, 8.43559], [-2.82256, 3.88182, -6.24549], [2.95165, 6.28716, 2.60216], [2.74489, -5.41144, -4.09836], [-1.98722, 4.03853, -2.26673], [-0.51639, -4.05363, 2.26910], [3.45487, 4.44880, 1.00683], [2.68055, 1.69799, 4.63870], [-4.18563, -2.72823, -5.09411], [-1.38027, -6.22229, 3.74597], [-0.32433, -7.25717, 1.89953], [1.76845, -2.02378, -1.07513], [-7.05619, -1.69689, -2.73666], [-8.13440, -2.24395, 1.00980], [5.54174, 2.50840, -5.73987], [-7.05825, -0.11113, -4.70091], [-5.49835, 0.69074, -2.55447], [-0.91706, 3.47287, 8.03431], [-6.50574, 2.45506, 0.88306], [-4.33611, 1.11100, 5.26563], [2.73822, 2.82326, -1.45032], [1.19287, 4.39682, 4.84580], [0.18369, -3.61742, 2.98164], [-1.29016, -3.09032, -6.00821], [3.71627, 0.77861, -1.86987], [-0.89683, 2.34637, -5.21785], [-8.29872, -3.33602, -1.66273], [-2.11771, -2.85833, -6.67861], [1.00595, -1.61948, 4.95148], [-6.30776, -0.76631, -0.23655], [4.90910, -6.76340, -2.82234], [-1.48904, -2.53456, -5.09187], [0.28466, 6.83313, 2.21375], [-3.59458, -6.86795, -2.52680], [-6.05840, 0.92485, -6.01597], [-6.76315, -4.48890, -0.21294], [0.11637, 1.73599, 5.54428], [-3.48629, -5.62299, -1.14269], [6.65706, 0.31547, -4.41780], [6.73367, -0.14759, -3.43403], [-1.55260, 1.50853, -6.53622], [-4.86008, -1.99779, -4.64725], [5.47649, -5.08839, 3.44583], [0.52563, 2.88636, 6.47527], [2.40402, -2.35593, -5.39285], [4.11066, 0.36790, 0.17445], [4.85462, 0.83758, -6.34490], [3.35054, -7.01666, -0.12343], [-1.63752, 3.56761, 6.52241], [-5.05836, 6.14726, 0.50601], [-5.95267, 6.56430, 0.96904], [1.54757, 0.55571, -3.27849], [3.03730, -1.93241, 1.61803], [-0.60147, 7.63997, -0.89833], [-3.48506, 0.44028, 5.14756], [-3.40491, 4.18181, 4.50693], [-9.74480, -3.13278, -1.45137], [-4.99074, 6.54945, -0.50482], [0.25250, 6.87505, 0.14361], [-4.49800, -1.77134, 2.04084], [-2.57743, -6.34314, -3.57199], [-2.07615, -3.86362, 3.87010], [-2.63330, 1.08066, 4.91840], [2.87650, 1.80164, -2.17605], [-2.33887, -3.71207, -2.02643], [5.48578, -0.07585, -0.81798], [-0.81192, 6.95462, -0.07729], [0.82385, -6.90167, 3.12291], [1.61927, -4.72796, -2.20710], [-5.03553, -0.97213, -6.58741], [-3.11386, -6.39988, 0.06471], [3.76740, 0.88529, -6.40646], [-6.49421, -1.76475, -6.12632], [6.20212, 1.37851, 3.26361], [2.27516, -6.86715, -1.14378], [-1.61431, 5.36118, -1.75529], [4.87718, -2.76638, -0.23078], [-4.36118, 3.32855, 6.37873], [-3.91047, 1.61244, -4.43585], [-3.67674, -0.38593, 4.00247], [-0.67050, 3.72001, 7.00173], [0.41900, -2.46230, -7.63681], [7.94927, 1.98258, 5.24302], [1.80911, 4.79505, 6.36021], [2.17734, 1.18808, 7.60990], [5.49987, -1.81840, 1.15658], [2.03084, 0.82931, 3.31708], [-5.48485, 4.73555, 0.34911], [4.75702, -4.74911, 2.70061], [1.42165, 7.74621, 3.04768], [3.01062, -3.83212, 3.46781], [3.91521, -6.86815, -3.25745], [-2.95972, -2.10718, 1.57722], [-3.38782, -7.82928, -2.05649], [1.15386, -0.27333, 0.19026], [-3.81907, -0.68108, 0.82646], [4.50311, -2.86137, 3.65098], [1.16032, 2.31419, -6.05435], [2.42311, -0.61969, 6.65384], [2.01323, 1.53956, -3.33587], [3.02013, -4.60525, -1.15096], [-1.04563, 2.44239, -6.29337], [-4.69026, -4.84232, -1.06168], [5.91024, -5.18596, 0.25463], [8.78216, 1.80764, 4.02513], [9.01690, 2.84436, 3.78389], [6.47123, 3.41234, 4.38041], [6.45739, 2.96049, -6.75121], [-4.32244, 7.91183, 6.06660], [7.23395, -3.87304, 2.00680], [-2.74329, 5.42922, 4.02831], [2.94596, -2.90330, -6.16408], [-4.19109, 4.21009, 5.77842], [-2.48563, -7.18397, 3.67446], [-0.63671, -3.18220, 1.62550], [0.75887, -2.99986, -4.59971], [-0.65314, -5.96561, 4.99054], [-1.27117, 7.40381, 0.80329], [-2.98855, 3.78375, -1.91954], [2.54178, 0.70853, 8.51837], [-0.44323, 4.77932, 6.88205], [3.04603, 0.03600, 4.53592], [-4.82881, 3.64431, 0.64701], [-0.81776, 5.06956, -6.45886], [-1.48313, -5.57162, -2.90732], [3.38563, -0.08905, -2.26728], [2.73996, -2.70360, -4.41593], [-6.59506, -2.86276, 1.54966], [-1.84863, 5.11281, 3.22941], [6.51197, 1.87337, -4.28431], [3.92111, -3.48926, 2.97633], [-0.41127, -0.85551, -1.65061], [0.58436, 4.15404, 2.02240], [4.69628, 0.66562, -0.69532], [-0.97309, -4.78946, -3.46964], [0.51417, 2.14522, -7.76506], [7.60172, 0.19122, -4.94722], [3.35761, -5.43815, -3.19728], [1.26549, 2.32952, -3.26550], [-3.17844, 6.74516, 4.58920], [-5.52925, 2.35056, 0.41017], [2.08333, -0.43186, 0.71690], [-2.21403, 0.08390, -2.07356], [-1.23286, 6.12177, -7.37003], [1.02519, -2.67866, -5.51950], [0.12167, -2.62867, -6.47290], [2.89101, 3.78833, 1.66556], [-7.39186, -1.71097, -1.69973], [1.75854, 4.54288, 2.21483], [2.79786, 2.89263, 1.05143], [0.25832, 0.84054, 0.50287], [5.93934, -4.25253, 1.39142], [-4.15328, 6.39893, 1.05883], [2.89555, -7.77090, -2.60152], [-7.61756, -3.85888, 0.03433], [7.34266, 2.56924, -4.16685], [0.82953, -1.12130, -0.80047], [5.80084, 2.33947, 5.47335], [-2.76266, 0.90370, 2.38937], [-5.52602, 2.12873, -0.65701], [0.47698, 6.52996, 3.94910], [1.56677, 3.92270, 5.75327], [-1.54925, 3.01056, 2.15394], [-1.33580, 0.07398, -1.44507], [4.42463, 3.31093, -5.33171], [3.57937, -2.87804, 1.62452], [9.75512, 1.34896, 4.20133], [-4.01812, 6.72600, 5.64240], [7.92265, 0.99501, 5.70356], [8.05975, -0.11450, 2.87000], [-8.15061, -0.95145, -1.51126], [-3.96085, -1.07575, -3.87627], [-1.32486, -4.60016, -0.91515], [-0.51848, -0.97715, 5.58585], [1.02199, 0.53234, 5.36863], [4.96979, -2.72162, 0.85435], [0.59379, 4.09695, -7.24995], [-1.10098, 1.02494, -0.38744], [-1.97235, 3.57310, -7.80871], [-1.09228, 4.59663, 0.27630], [-6.41006, 4.71132, -0.05525], [0.31690, -0.77566, 4.91528], [5.64308, 2.12837, 2.12529], [-3.29983, -0.12806, 6.05904]],
  "orbital_gap_ev": 5.9,
  "charge": -1,
  "lumo_ev": 1.3,
  "homo_energy_ev": -4.65,
  "mol_weight_g_mol": 2131.022
}